Record 1
# C11H13ClSn

C11H13ClSn as an isolated structure in a non-equilibrium geometry (ωB97M-V/def2-TZVPD, OMol25).

Geometry as XYZ:
```
26
C11H13ClSn (ωB97M-V/def2-TZVPD)
C -3.11652 -1.76973 -0.46581
C -2.75199 -0.40922 -0.24283
C -2.06195 -0.33614 1.01868
H -2.94507 0.42775 -0.90694
C -2.02212 -1.65091 1.57230
C -2.66688 -2.54016 0.65161
H -2.78493 -3.61163 0.78253
H -3.64001 -2.14591 -1.33421
H -1.65854 0.56473 1.47460
H -1.56354 -1.92591 2.51588
Sn 0.63355 0.31521 -0.44305
Cl 0.23796 -0.74234 -2.48840
C 2.56245 1.33490 -1.18012
C 2.59928 1.41656 0.25942
C 1.58330 2.34721 0.68532
H 3.29611 0.91041 0.92125
C 0.90886 2.83495 -0.47942
C 1.48542 2.19783 -1.63032
H 1.21368 2.41075 -2.66219
H 3.23888 0.78695 -1.81109
H 1.48516 2.76672 1.68372
H 0.24190 3.69421 -0.50442
C 1.34758 -1.50518 0.52032
H 0.55997 -2.25993 0.46907
H 1.55791 -1.24073 1.56698
H 2.25955 -1.87039 0.02713
```

The calculation puts the frontier orbital gap (spin up / spin down) at 5.1 / 5.1 eV. The calculation puts the highest occupied orbital energy (spin up / spin down) at -0.2622 / -0.2623 hartree.

---

Record 2
# C11H13INO

C11H13INO as an isolated structure in a non-equilibrium geometry (ωB97M-V/def2-TZVPD, OMol25).

Geometry as XYZ:
```
27
C11H13INO (ωB97M-V/def2-TZVPD)
C 3.46001 0.90132 -0.83289
C 2.63322 1.77129 -1.64577
C 2.92265 -0.09017 -0.08797
C 1.26769 1.56085 -1.57751
C 1.49442 -0.09526 0.01214
C 0.65300 0.69629 -0.66820
C 1.03765 -1.08454 1.03183
C -0.77945 0.40949 -0.67672
C -0.98604 -1.02365 1.09149
C -1.52980 -2.16183 0.29305
C -2.85300 0.59311 0.79536
N -1.39239 0.34783 0.65679
O 1.43948 -2.06313 1.55595
I -1.58190 -1.32211 3.18999
H 4.56886 1.01138 -0.85826
H 3.00996 2.44968 -2.33316
H 3.63756 -0.59833 0.59689
H 0.67875 2.27183 -2.08230
H -1.23858 1.35615 -1.01777
H -1.23370 -0.38085 -1.29279
H -1.23468 -3.17738 0.79354
H -0.85009 -2.36610 -0.49047
H -2.53188 -2.06117 -0.00788
H -3.50121 -0.23989 0.31671
H -3.01207 0.76727 1.88460
H -3.19535 1.47704 0.18496
H -0.88310 1.05087 1.16839
```

The net charge is +1. The value obtained for the energy above the lowest of the compared OMol25 structures with the same formula, charge and spin is 19.54 kcal per mole. The calculation puts the frontier orbital gap at 8.4 eV. The calculation puts the highest occupied orbital energy at -0.4604 hartree.

---

Record 3
# C11H13IrNO3S

C11H13IrNO3S as an isolated structure in a non-equilibrium geometry (ωB97M-V/def2-TZVPD, OMol25).

Geometry as XYZ:
```
30
C11H13IrNO3S (ωB97M-V/def2-TZVPD)
Ir -1.57754 -0.30270 0.57274
C 2.71526 0.16090 0.21194
C 1.30236 0.64940 0.05584
O 0.41646 -0.21100 -0.18326
C 1.04506 2.06600 0.18944
C 2.06946 3.01360 0.19214
C 1.79866 4.37380 0.24274
C 0.48196 4.83180 0.32184
C -0.55774 3.93580 0.36614
C -0.32434 2.53320 0.29104
O -1.31954 1.73870 0.28884
H 2.73256 -0.92630 0.22554
H 3.15716 0.54490 1.12914
H 3.30756 0.51060 -0.63316
H 3.09646 2.69160 0.12134
H 2.61906 5.07230 0.20694
H 0.28556 5.89210 0.34194
H -1.58734 4.25870 0.41614
N -4.74714 -0.67030 0.23634
C -3.61104 -0.51940 0.25414
C -1.28924 -5.08830 0.32954
S -2.00514 -3.48360 -0.16676
C -0.90794 -3.14840 -1.58736
O -1.48694 -2.50280 0.88104
H -0.20654 -5.07380 0.26584
H -1.69904 -5.84320 -0.33616
H -1.60014 -5.29840 1.34864
H -1.29644 -3.65590 -2.46256
H 0.10126 -3.47810 -1.36756
H -0.91284 -2.07130 -1.75236
```

As for the expectation value of S²: 6.05. The net charge is +1. The value obtained for the energy above the lowest of the compared OMol25 structures with the same formula, charge and spin is 27.59 kcal per mole. The calculation puts the frontier orbital gap (spin up / spin down) at 6.9 / 5.7 eV. The calculation puts the highest occupied orbital energy (spin up / spin down) at -0.4127 / -0.4575 hartree. Its multiplicity is 5.

---

Record 4
# C11H13N2

An isolated ion of composition C11H13N2 and charge +1 in a non-equilibrium geometry (ωB97M-V/def2-TZVPD, OMol25).

Geometry as XYZ:
```
26
C11H13N2 (ωB97M-V/def2-TZVPD)
C 2.35505 -2.59292 0.55402
C 1.37347 -2.97822 -0.36043
C 2.30839 -1.26643 1.08161
C 0.21272 -2.15748 -0.54500
C 1.16828 -0.49963 0.84332
C -2.48026 0.95803 1.32461
C -1.71737 2.13909 1.32604
C -2.18167 0.04494 0.34599
C -0.87255 2.34519 0.30594
C -1.06736 0.16870 -0.50424
C 0.29462 1.72164 -1.70035
N 0.22903 -0.93521 -0.02097
N -0.54783 1.41748 -0.63268
H 3.30337 -3.13212 0.54390
H 1.61506 -3.77507 -1.04588
H 3.16712 -0.81862 1.50807
H -0.53871 -2.35207 -1.26528
H 1.04002 0.52155 1.06241
H -3.30442 0.85145 1.96987
H -1.86629 3.05502 2.02218
H -2.88707 -0.76456 0.32249
H -0.20957 3.19014 0.29539
H -1.27187 -0.29307 -1.58609
H 0.07614 0.89625 -2.48302
H 0.40632 2.71876 -1.96129
H 1.39536 1.53716 -1.40061
```

The net charge is +1. The value obtained for the energy above the lowest of the compared OMol25 structures with the same formula, charge and spin is 69.13 kcal per mole. The calculation puts the frontier orbital gap at 8.2 eV. The calculation puts the highest occupied orbital energy at -0.4385 hartree. Its SMILES is CN1C=CC=C[C@@H]1[n+]1ccccc1.

---

Record 5
# C11H13N2

A 3-piece molecular cluster, C11H13N2 overall in a non-equilibrium geometry (ωB97M-V/def2-TZVPD, OMol25).

Geometry as XYZ:
```
26
C11H13N2 (ωB97M-V/def2-TZVPD)
C -3.70924 -0.09960 -0.23806
C -3.02129 -1.04281 0.55844
C -2.87655 0.82318 -0.93323
C -1.65110 -1.17677 0.51851
C -1.52179 0.72027 -0.81939
C 2.50266 -1.52046 -0.76053
C 3.23956 -0.31920 -0.67790
C 1.12434 -1.46735 -0.65902
C 2.64497 0.83651 -0.24602
C 0.55313 -0.25902 -0.25963
C 0.83878 1.96784 0.69892
N -0.90516 -0.30327 -0.19786
N 1.32811 0.88411 0.07879
H -4.71322 -0.08563 -0.26897
H -3.54929 -1.79829 1.28636
H -3.35172 1.58791 -1.63971
H -1.15042 -2.07403 1.08811
H -0.82564 1.26018 -1.46312
H 3.15444 -2.47371 -1.01741
H 4.32505 -0.22507 -0.96125
H 0.68214 -2.40916 -0.98432
H 3.32797 1.76390 -0.19873
H 0.77702 0.21999 2.36228
H -0.20597 2.23156 0.95533
H 1.40293 0.31671 2.91155
H 1.58029 2.64220 0.86684
```

As for the expectation value of S²: 2.05. The net charge is +1. The value obtained for the energy above the lowest of the compared OMol25 structures with the same formula, charge and spin is 26.00 kcal per mole. The calculation puts the frontier orbital gap (spin up / spin down) at 4.9 / 8.1 eV. The calculation puts the highest occupied orbital energy (spin up / spin down) at -0.3340 / -0.4941 hartree. Its multiplicity is 3.

---

Record 6
# C11H13N3

One molecule with the formula C11H13N3 in a non-equilibrium geometry (ωB97M-V/def2-TZVPD, OMol25).

Geometry as XYZ:
```
27
C11H13N3 (ωB97M-V/def2-TZVPD)
C 2.77807 -1.52887 0.08113
C 1.51383 -1.93540 0.13978
C 1.53467 0.19879 0.21789
C -1.62231 0.29822 -2.36296
C -1.97819 -1.03416 -1.80854
C -1.02137 1.14818 -1.50738
C -1.60478 -1.39875 -0.57609
C -0.60786 1.02863 -0.06069
C -0.71132 -0.56765 0.29086
C -1.01885 -0.76553 1.75613
C 1.18175 2.59897 0.86743
N 2.79370 -0.11749 0.17001
N 0.68764 -0.79689 0.10345
N 0.83760 1.36565 0.09767
H 3.73348 -2.01224 0.19962
H 0.99318 -2.88785 0.02817
H -1.85925 0.60554 -3.33667
H -2.77221 -1.74554 -2.27010
H -0.84783 2.06219 -1.92498
H -1.79030 -2.37759 -0.32940
H -1.15271 1.64074 0.57997
H -0.69868 -1.81749 2.00963
H -1.97400 -0.60542 2.07966
H -0.39345 -0.06320 2.32480
H 2.30875 2.72962 1.09515
H 0.98667 3.36793 0.23941
H 0.70376 2.60961 1.89604
```

The value obtained for the energy above the lowest of the compared OMol25 structures with the same formula, charge and spin is 55.62 kcal per mole. The calculation puts the frontier orbital gap at 8.2 eV. The calculation puts the highest occupied orbital energy at -0.2812 hartree. Its SMILES is CN1c2nccn2[C@]2(C)C=CC=C[C@H]12.

---

Question: What is the formula in the first record?
Answer: C11H13ClSn